DFT (wB97M-V/def2-TZVPD) results for a structure of composition C42H35AlF3N5P2S.

Computed properties:
Maximum force in eV/A: 0.58
Energy above the lowest of the compared OMol25 structures with the same formula, charge and spin in kJ/mol: 0.0
Net charge: +2
Lowest unoccupied orbital energy in eV: -5.36
HOMO level in Ha: -0.5048
Orbital gap in eV: 8.372
2S+1: 1

Element x y z (Å)
S -0.805 -0.765 2.507
C -3.947 -2.468 -3.519
H 3.593 5.576 -1.822
N 1.971 -1.003 0.862
H 5.645 -1.338 1.927
H -0.649 2.705 -3.265
H 2.104 0.989 1.376
C -1.040 -4.812 0.525
H -6.154 0.102 -3.641
F -0.989 -2.995 4.772
H -1.460 2.723 0.140
H -2.197 1.882 -3.472
H -4.416 2.874 3.222
C 3.024 4.660 -1.740
C 2.939 3.805 -2.833
H -4.378 -0.419 0.502
C -1.448 -3.530 2.532
C -5.067 -1.731 -3.880
C 1.661 3.174 -0.441
F -2.966 -2.534 4.020
H 5.707 1.233 2.142
H -1.902 -5.599 2.335
H -2.492 3.873 2.061
C 2.392 4.347 -0.545
H -4.535 1.070 -2.056
H -5.364 0.730 2.433
H -1.082 -5.742 -0.021
C 4.095 2.065 3.163
H -3.798 -3.462 -3.916
C 0.578 2.846 3.495
C -1.480 2.245 -2.734
C 2.597 -2.186 0.765
H 4.224 -2.047 -3.015
C 0.932 1.201 4.987
C 2.219 2.626 -2.736
H -2.154 -2.501 -2.346
C -2.888 2.924 1.724
C 2.642 -0.772 -2.344
C 2.275 1.171 4.644
H 2.165 1.955 -3.584
H 3.275 -0.248 -1.635
H 1.184 2.935 0.501
C -4.360 0.087 -2.475
H 2.470 5.007 0.307
C 2.687 2.041 3.647
N -0.993 1.111 -1.935
H 4.707 2.882 3.526
H -5.789 -2.154 -4.566
C -0.926 -2.409 1.883
C -2.854 1.075 0.183
C 4.608 -1.241 1.631
C 3.922 -2.333 1.126
P -1.988 0.064 -1.037
Al 0.042 -0.657 0.430
C -5.275 -0.460 -3.361
H 0.535 0.535 5.744
C 1.300 -0.411 -2.500
P 0.580 0.845 -1.408
H 0.451 -2.571 -4.969
H 3.438 4.056 -3.758
H -0.514 -0.762 -3.602
H -0.172 -3.661 -1.084
N -0.478 -2.520 0.612
H 2.815 -3.221 -4.671
C 1.575 2.314 -1.535
C -3.225 -0.645 -2.117
C 3.958 -0.017 1.783
C 2.388 -2.439 -4.058
H 2.025 -3.014 0.376
C -3.025 -1.925 -2.638
C -0.540 -3.679 -0.065
C -2.315 2.277 0.637
C -3.952 0.518 0.841
C -1.496 -4.725 1.844
C 4.650 1.153 2.366
N 0.068 2.033 4.408
H -1.961 2.995 -2.107
N 1.836 2.895 3.069
C 0.513 -1.063 -3.446
F -2.405 -4.589 4.399
C 1.060 -2.078 -4.223
H -0.106 3.548 3.034
C 3.181 -1.781 -3.123
H 4.400 -3.296 1.021
C -1.961 -3.415 3.950
C -4.511 1.164 1.930
C 2.643 0.052 1.343
C -3.979 2.368 2.374
H 2.966 0.491 5.121

Results of the Löwdin charge analysis, in e, for atoms 1 through 6:
1. S 0.88
2. C -0.06
3. H 0.12
4. N -0.01
5. H 0.14
6. H 0.08



DFT (wB97M-V/def2-TZVPD) results for a structure of composition C42H35BrCl2F5N4O2PS3ScSi in a non-equilibrium geometry.

Computed properties:
Maximum force in eV/A: 1.66
Energy above the lowest of the compared OMol25 structures with the same formula, charge and spin in kJ/mol: 83.2
Net charge: -1
Lowest unoccupied orbital energy in eV: 2.19
HOMO level in Ha: -0.1777
Orbital gap in eV: 7.026
2S+1: 1

Element x y z (Å)
F 7.120 0.480 -0.038
H 0.734 -4.278 3.534
H 0.365 0.826 4.032
C 4.767 0.316 0.107
C -1.626 1.096 -4.244
H -1.607 4.096 -5.842
C -1.973 2.409 -4.568
C 3.550 0.280 -0.545
H 0.280 -1.924 -2.932
S 0.395 -1.941 1.676
H -1.598 4.392 2.759
H -3.223 1.895 -0.625
H -0.594 2.769 -2.243
C 5.921 0.437 -0.638
H 1.419 -5.719 -1.347
C 0.023 1.132 -6.010
S 1.814 0.322 -2.664
C -3.145 -2.140 1.780
Si 1.594 -5.323 1.458
C 0.128 3.180 -1.555
H -0.402 4.103 6.700
H 2.211 5.334 0.202
H 3.285 -6.441 0.006
F 2.452 0.161 0.246
H 2.037 -5.457 3.840
C -0.756 2.002 1.841
C 1.697 -4.650 3.182
P -2.313 0.288 -2.762
C -2.807 -2.374 -2.354
N -1.459 0.270 -1.491
C -3.094 -1.711 -4.646
N 0.446 -2.051 -0.894
O 0.112 1.094 1.546
N 0.771 2.456 -0.691
H -2.521 -2.110 -1.342
H 3.594 -6.758 1.719
C -3.458 -4.001 -4.000
H 4.023 -5.192 1.013
C 1.131 -4.681 -1.203
H 0.676 -7.516 2.171
Cl -2.863 -0.458 1.392
F 4.566 0.568 -3.966
C -0.033 1.810 4.245
H 0.335 -7.218 0.459
Cl -3.755 -2.385 3.438
C 3.279 -5.993 1.003
Sc 0.077 0.147 -0.241
H -2.751 2.914 -4.008
H 2.403 -3.819 3.242
H 0.822 -4.327 -3.323
O -1.637 2.429 1.104
C -3.145 -3.678 -2.686
C 0.033 2.378 5.502
C -5.227 2.562 -1.086
C 0.686 -2.800 0.201
C -0.620 0.469 -4.976
F 6.935 0.634 -2.747
F 4.836 0.241 1.440
S 0.522 4.838 -1.518
C 4.582 0.480 -2.629
H -3.146 -4.446 -1.922
H -6.934 1.765 -3.904
H -3.060 -0.953 -5.420
H -0.312 -0.539 -4.723
N -1.033 4.373 4.749
C -6.265 2.523 -2.006
C 0.808 -3.917 -2.323
H -3.886 -2.530 1.093
H -4.837 0.554 -4.360
H -3.665 -3.268 -6.008
C 0.496 -2.594 -2.112
H -3.712 -5.020 -4.264
C 3.384 0.360 -1.921
H 0.823 0.639 -6.548
H 0.177 2.958 -7.126
C -2.782 -1.378 -3.331
C 1.629 4.546 -0.246
H -0.621 -6.404 1.704
H -7.189 3.052 -1.805
Br 0.813 1.435 6.947
H -5.336 3.122 -0.165
C -0.467 3.653 5.716
C -4.042 1.878 -1.337
H -2.185 -2.644 1.698
C -1.119 3.814 3.541
C -3.896 1.156 -2.519
C -4.942 1.119 -3.440
C 1.093 -4.154 0.080
C -3.432 -3.017 -4.980
C 1.621 3.228 0.064
C -0.333 2.436 -6.326
C -1.332 3.076 -5.604
H 2.207 2.756 0.839
C -6.123 1.799 -3.186
C 5.818 0.517 -2.014
C 0.384 -6.750 1.447
C -0.636 2.549 3.240

Results of the Löwdin charge analysis, in e, for atoms 1 through 6:
1. F 0.10
2. H 0.01
3. H 0.12
4. C -0.15
5. C -0.29
6. H 0.10



DFT (wB97M-V/def2-TZVPD) results for a structure of composition C42H35FN3S6TeZr.

Computed properties:
Maximum force in eV/A: 0.74
Energy above the lowest of the compared OMol25 structures with the same formula, charge and spin in kJ/mol: 74.7
Net charge: +1
Lowest unoccupied orbital energy in eV: -4.10
HOMO level in Ha: -0.3393
Orbital gap in eV: 5.137
2S+1: 1

Element x y z (Å)
C 1.060 3.102 -1.045
H 2.238 0.123 -4.624
C 1.890 1.701 3.345
C 7.125 -1.649 3.033
S 1.419 -3.873 -4.277
C -4.469 -0.961 -1.631
Te -2.532 0.228 0.406
H -6.393 -3.740 -1.712
H -1.092 -5.272 0.436
C -5.696 -3.006 -1.333
H 3.609 0.041 3.642
C 2.715 -0.166 1.836
H 0.473 0.092 -4.717
C 0.877 -2.580 -3.240
C -1.253 3.877 -1.681
C -0.815 -4.336 0.901
H -1.380 4.124 -0.626
C -4.613 3.576 2.200
H -5.375 -4.044 0.515
C 0.095 2.278 -3.073
C -4.338 2.593 -0.386
C -0.066 -2.012 0.732
C -0.838 -4.214 2.274
H -4.730 3.951 3.208
C -0.073 2.898 2.711
C -5.119 3.714 -0.146
C -5.125 -3.178 -0.082
H -5.624 4.203 -0.968
H -3.379 1.925 2.799
C -5.251 4.208 1.144
H -4.234 2.217 -1.396
C 3.420 2.504 -0.378
H -0.743 2.223 -3.758
C 2.222 2.360 -1.276
C -0.490 -3.037 2.913
C 5.948 -0.975 3.333
H -0.528 -2.982 3.993
C 6.098 -2.585 1.068
N 3.632 -0.472 2.779
S 1.999 -1.759 -2.192
S -1.127 -0.976 -2.366
S 3.475 -2.228 0.413
C 2.290 1.575 -2.427
H 1.032 3.276 4.516
S -1.395 -3.160 -4.445
H 4.004 1.584 -0.335
C -0.435 -3.233 0.148
H 1.011 3.742 -0.170
C -3.704 1.951 0.673
H -3.779 -2.372 1.385
H 1.370 1.400 -5.486
H 2.706 1.574 4.040
C -5.372 -1.900 -2.106
C -0.015 3.062 -1.926
H 6.160 -3.198 0.178
C 1.343 0.742 -4.616
C -0.426 -2.249 -3.321
C -0.113 2.117 1.571
H 8.115 -2.971 1.668
H 3.196 1.017 -2.637
H -5.811 -1.775 -3.087
S -0.338 -5.330 -6.176
H 0.143 -1.044 2.664
H -0.427 -3.344 -0.931
C 7.198 -2.452 1.905
Zr 0.604 -0.347 -0.599
F -1.215 -5.264 3.021
H -0.827 3.657 2.857
N 2.576 -0.752 0.689
C -3.845 2.441 1.969
C 4.908 -1.948 1.388
C -0.104 -1.960 2.133
H -2.143 3.346 -2.015
H -0.853 2.316 0.808
H -1.204 4.819 -2.231
C 4.850 -1.146 2.510
H -4.186 -0.120 -2.249
C -3.912 -1.130 -0.368
C 1.244 1.548 -3.356
C 1.764 0.939 2.193
C 0.948 2.683 3.617
H 4.076 3.291 -0.754
C -4.230 -2.236 0.410
H 3.130 2.788 0.636
C -0.116 -4.181 -5.047
H 5.888 -0.332 4.203
N 0.762 1.139 1.318
H -5.861 5.082 1.327
H 7.984 -1.539 3.679

Results of the Löwdin charge analysis, in e, for atoms 1 through 6:
1. C -0.05
2. H 0.08
3. C 0.02
4. C -0.06
5. S 0.92
6. C -0.16